[1]
The following is a DFT calculation (ωB97M-V with the def2-TZVPD basis set) of C32H41AsHgNP2SSe as an isolated structure.

Last column: Mulliken spin population.
Positions of all 80 atoms, in Å:
Hg  2.140  0.093  -1.531  0.024
C  -3.138  -3.757  2.446  0.017
S  -2.338  -4.810  1.206  -0.007
C  -0.788  -3.885  0.925  -0.005
C  -0.869  -2.748  -0.078  -0.027
C  -1.625  -1.508  0.416  0.004
N  -1.181  -0.247  -0.213  0.218
P  -0.808  -0.419  -1.937  0.096
C  -2.488  -0.978  -2.421  -0.134
C  -2.623  -2.056  -3.311  0.145
C  -3.856  -2.404  -3.828  -0.024
C  -4.996  -1.661  -3.507  0.162
C  -4.880  -0.595  -2.615  -0.129
C  -3.653  -0.260  -2.074  0.227
C  -0.914  1.266  -2.602  -0.038
C  -1.637  2.369  -2.106  0.284
C  -1.725  3.541  -2.838  -0.126
C  -1.140  3.647  -4.094  0.150
C  -0.436  2.552  -4.611  -0.024
C  -0.326  1.391  -3.876  0.018
P  -0.600  1.053  0.734  -0.046
C  -1.970  1.070  1.971  -0.025
C  -1.943  0.444  3.224  0.015
C  -2.993  0.578  4.116  -0.004
C  -4.090  1.373  3.808  0.012
C  -4.125  2.019  2.578  -0.019
C  -3.081  1.874  1.683  0.037
C  0.715  0.542  1.917  0.021
C  1.256  1.629  2.611  -0.006
C  2.155  1.443  3.647  0.003
C  2.541  0.156  3.999  0.001
C  2.044  -0.926  3.288  0.000
C  1.140  -0.741  2.252  0.009
H  -4.070  -4.248  2.721  -0.005
H  -3.347  -2.777  2.025  -0.001
H  -2.498  -3.662  3.323  -0.001
H  -0.086  -4.632  0.554  0.004
H  -0.448  -3.547  1.907  0.002
H  -1.321  -3.118  -1.001  0.020
H  0.166  -2.472  -0.321  0.003
H  -1.494  -1.407  1.496  -0.016
H  -2.700  -1.625  0.218  -0.013
H  -1.736  -2.624  -3.580  -0.011
H  -3.946  -3.265  -4.484  0.004
H  -5.957  -1.907  -3.943  0.029
H  -5.760  -0.026  -2.331  -0.001
H  -3.574  0.554  -1.364  0.092
H  -2.088  2.311  -1.127  0.001
H  -2.255  4.395  -2.426  -0.007
H  -1.212  4.570  -4.657  0.032
H  0.023  2.618  -5.591  0.003
H  0.224  0.541  -4.270  0.007
H  -1.086  -0.157  3.501  0.004
H  -2.955  0.054  5.065  0.000
H  -4.900  1.497  4.517  0.002
H  -4.974  2.640  2.315  0.004
H  -3.116  2.388  0.729  -0.010
H  0.931  2.626  2.329  0.001
H  2.549  2.296  4.188  0.000
H  3.229  0.005  4.824  0.000
H  2.364  -1.931  3.536  0.000
H  0.791  -1.602  1.700  0.002
Se  2.964  -2.169  -1.343  0.011
C  6.666  1.672  1.082  0.001
As  5.288  0.571  0.157  -0.001
C  6.143  0.594  -1.605  0.001
C  6.035  -1.159  0.682  -0.001
H  7.680  1.334  0.853  0.000
H  6.511  1.611  2.161  0.000
H  6.568  2.717  0.782  0.000
H  7.202  0.328  -1.545  0.000
H  6.046  1.573  -2.075  0.001
H  5.625  -0.141  -2.224  -0.001
H  7.122  -1.171  0.552  0.000
H  5.576  -1.909  0.038  0.001
H  5.788  -1.396  1.717  0.000
C  2.518  2.219  -2.014  0.024
H  1.861  2.852  -1.412  0.000
H  2.333  2.451  -3.065  -0.003
H  3.551  2.484  -1.773  -0.004

The multiplicity is 2. Its net charge is -2. For the LUMO energy (spin up / spin down), the calculation gives 4.20 / 4.18 eV. As for the orbital gap (spin up / spin down): 2.46 / 5.03 eV. The molar mass is 888.2 g mol⁻¹. Its HOMO energy (spin up / spin down) is 0.064 / -0.031 Ha. For the total energy, the calculation gives -195111.1434 eV. Its expectation value of S² is 0.76.

[2]
The following is a DFT calculation (ωB97M-V with the def2-TZVPD basis set) of a 7-piece molecular cluster, C32H41BF11N2O26S overall.

Last column: Löwdin charge in e.
Positions of all 114 atoms, in Å:
C  -0.284  3.853  2.528  -0.119
N  -0.211  2.522  1.810  -0.113
C  0.045  2.714  0.301  -0.112
N  1.022  1.654  -0.251  0.065
C  0.834  0.272  -0.117  0.134
C  -0.422  -0.546  0.592  -0.073
F  -0.389  -2.026  0.293  0.017
F  -0.378  -0.476  2.101  -0.007
C  -1.912  -0.047  0.018  -0.047
F  -1.785  0.455  -1.389  -0.028
F  -2.906  -1.164  0.043  0.002
C  2.098  -0.538  -0.774  -0.237
C  1.859  -1.628  -1.974  -0.109
C  3.277  -2.335  -2.512  -0.118
C  3.539  -2.090  -4.112  -0.180
O  4.715  -1.210  -4.374  -0.140
C  4.626  -0.863  -5.831  -0.279
C  4.377  0.742  -6.173  -0.006
O  4.731  -1.817  -6.763  0.002
C  2.986  -0.933  0.546  -0.077
O  3.265  -2.369  0.706  -0.182
O  4.509  -2.399  1.158  -0.050
C  2.936  0.692  -1.517  -0.041
C  2.284  2.139  -0.996  -0.200
B  1.914  3.087  -2.328  -0.380
O  1.888  2.604  -3.721  0.056
O  1.528  4.529  -2.128  0.043
S  3.553  3.096  0.061  0.958
O  2.927  3.610  1.411  -0.317
O  4.777  2.233  0.469  -0.306
F  4.173  4.491  -0.734  -0.205
H  0.754  4.276  2.884  0.101
H  -0.835  4.599  1.775  0.108
H  -1.045  3.703  3.432  0.106
H  -1.114  2.024  1.972  0.061
H  0.498  3.815  0.221  0.154
H  -0.999  2.677  -0.266  0.168
H  -2.367  0.832  0.644  0.161
H  1.302  -1.162  -2.921  0.137
H  1.177  -2.554  -1.659  0.135
H  4.184  -1.832  -1.931  0.122
H  3.298  -3.500  -2.288  0.142
H  2.591  -1.632  -4.649  0.138
H  3.782  -3.117  -4.655  0.148
H  3.712  0.777  -7.145  0.102
H  3.773  1.242  -5.300  0.067
H  5.400  1.321  -6.363  0.113
H  3.999  -0.310  0.646  0.160
H  2.348  -0.614  1.503  0.158
H  5.050  -2.638  0.333  0.150
H  2.790  0.406  -2.647  0.127
H  4.084  0.517  -1.369  0.147
H  0.906  2.482  -3.969  0.124
H  2.096  5.022  -2.820  0.150
C  -0.391  3.677  -7.996  -0.063
C  -0.605  5.066  -7.498  -0.323
O  -1.344  4.880  -6.312  0.154
C  -0.960  3.660  -5.843  -0.491
O  -1.168  3.268  -4.707  0.128
O  -0.306  2.932  -6.798  0.079
F  -1.361  5.777  -8.364  0.091
H  -1.230  3.308  -8.595  0.129
H  0.527  3.582  -8.583  0.151
H  0.319  5.610  -7.275  0.179
C  -0.818  -2.667  4.063  -0.077
C  -2.064  -2.846  4.862  -0.317
O  -1.782  -3.971  5.663  0.128
C  -0.432  -3.949  5.843  -0.491
O  0.155  -4.593  6.697  0.139
O  0.185  -3.111  4.955  0.087
F  -3.111  -3.145  4.061  0.089
H  -0.800  -3.287  3.160  0.153
H  -0.654  -1.625  3.777  0.118
H  -2.314  -1.993  5.500  0.182
C  -5.393  2.188  -9.070  -0.071
C  -4.104  2.611  -9.688  -0.328
O  -3.151  1.781  -9.064  0.118
C  -3.825  0.637  -8.757  -0.497
O  -3.286  -0.416  -8.459  0.152
O  -5.180  0.811  -8.829  0.083
F  -3.819  3.896  -9.376  0.078
H  -5.595  2.695  -8.121  0.151
H  -6.245  2.342  -9.738  0.149
H  -4.060  2.472  -10.773  0.182
C  -4.550  5.290  4.006  -0.063
C  -5.760  4.469  3.717  -0.323
O  -5.417  3.783  2.534  0.157
C  -4.062  3.648  2.583  -0.485
O  -3.425  2.877  1.884  0.112
O  -3.503  4.477  3.517  0.057
F  -6.827  5.257  3.457  0.093
H  -4.549  6.246  3.471  0.155
H  -4.427  5.487  5.075  0.152
H  -6.011  3.748  4.501  0.182
C  -1.596  -7.117  5.469  -0.084
C  -1.803  -8.298  6.353  -0.323
O  -2.821  -9.024  5.701  0.147
C  -2.670  -8.735  4.378  -0.500
O  -3.181  -9.377  3.475  0.147
O  -1.870  -7.642  4.185  0.074
F  -2.261  -7.918  7.567  0.086
H  -2.294  -6.300  5.683  0.138
H  -0.576  -6.729  5.524  0.133
H  -0.917  -8.931  6.470  0.179
C  2.393  -3.727  8.871  -0.081
C  3.484  -2.726  9.044  -0.332
O  2.867  -1.688  9.771  0.140
C  1.897  -2.299  10.507  -0.502
O  1.334  -1.784  11.459  0.146
O  1.637  -3.563  10.054  0.079
F  3.879  -2.232  7.849  0.077
H  1.759  -3.517  8.003  0.120
H  2.774  -4.748  8.787  0.150
H  4.351  -3.099  9.598  0.178

Its net charge is +1. For the LUMO energy, the calculation gives -5.82 eV. As for the orbital gap: 6.49 eV. The molar mass is 1121.5 g mol⁻¹. Its HOMO energy is -0.452 Ha. For the total energy, the calculation gives -131447.4977 eV. For the energy relative to the best compared isomer or geometry (same formula, charge and spin), the calculation gives 323.2 kcal/mol.

The highest net charge belongs to which entry?
C32H41BF11N2O26S